{"formula": "C7H10INV", "method": "ωB97M-V/def2-TZVPD", "homo_ev": [-7.89, -7.44], "e_above_lowest_ev": 3.784, "s2": 0.76, "max_force_ev_per_a": 7.45, "multiplicity": 2, "homo_lumo_gap_ev": [7.330, 7.055], "total_charge": 0, "lumo_energy_ev": [-0.557, -0.384], "species": ["C", "C", "C", "C", "C", "V", "N", "C", "C", "H", "H", "H", "H", "H", "H", "H", "H", "H", "H", "I"], "positions_angstrom": [[-0.686, -1.655, 0.513], [-1.254, -0.454, 0.961], [-0.948, -0.290, 2.350], [-0.180, -1.422, 2.776], [-0.001, -2.264, 1.598], [0.862, -0.422, 1.430], [0.921, 0.863, -2.122], [0.449, 1.249, -3.265], [-0.028, 1.883, -1.877], [-1.198, 0.608, 2.899], [-1.874, 0.200, 0.349], [0.418, -1.477, 3.674], [0.657, -3.115, 1.505], [-0.796, -2.033, -0.488], [-1.104, 1.746, -1.546], [-0.245, 0.511, -3.724], [1.028, -0.111, -1.864], [0.388, 2.833, -1.583], [1.251, 1.703, -3.883], [2.341, 1.648, 2.296]]}